Here is a gas-phase ion, C10H13N2 (charge +1) in a non-equilibrium geometry from the OMol25 dataset. Energies are from ωB97M-V/def2-TZVPD.

```
25
Properties=species:S:1:pos:R:3:forces:R:3:mulliken_charge:R:1
C 1.123395 -0.000548 -2.037549 0.546 -0.661 -0.448 -0.67
C 1.021899 -0.097367 1.669937 -0.533 -0.910 -0.861 -1.11
C 0.655880 0.084341 0.345844 -2.131 0.031 1.061 1.02
C 1.555700 0.242424 -0.747527 0.980 0.406 0.108 0.90
C -0.241325 -0.191830 -2.282530 -1.765 -1.209 -4.018 0.33
C -0.766586 0.113988 0.066169 -0.702 0.191 -2.552 0.00
C -0.893593 -0.605076 -3.765361 2.221 1.329 4.210 -1.09
C 0.018076 -0.215398 2.816133 2.263 0.171 -1.083 -0.65
C -1.724415 0.482586 1.143276 2.516 -0.379 0.752 -0.85
C -1.376173 -0.440301 2.388903 -1.226 3.255 -1.077 -0.68
N -1.171732 -0.033071 -1.243646 0.888 -0.856 -1.382 -0.05
N 2.837609 0.617396 -0.483712 -1.285 -1.108 -3.418 -0.41
H 1.976379 -0.183907 -2.741964 -1.512 0.433 0.062 0.33
H 2.071578 -0.261965 1.794769 0.428 0.056 0.751 0.53
H -1.979704 -0.554189 -3.922787 0.633 -0.062 0.205 0.32
H -0.187397 -0.803096 -4.587630 -0.540 0.175 0.653 0.30
H 0.345811 -0.932452 3.580395 0.083 0.554 -0.090 0.40
H 0.140494 0.828841 3.087587 -0.386 0.216 1.408 0.29
H -1.486549 1.559910 1.324823 -0.316 -0.693 0.311 0.36
H -2.758671 0.381145 0.990707 -1.225 -0.139 -0.958 0.39
H -1.601814 -1.431733 2.068598 -0.453 -0.820 0.489 0.37
H -2.031128 0.103786 3.086207 -0.117 -1.544 0.537 0.32
H -2.100673 -0.286604 -1.692803 0.917 0.883 2.091 0.32
H 3.473934 0.786177 -1.261255 -0.273 -0.065 0.609 0.21
H 3.099007 0.836943 0.403416 0.990 0.745 2.641 0.15
```
Forces are in eV/Å.

Frontier orbital gap (alpha / beta) (eV): 7.911 / 6.343
Energy relative to the best compared isomer or geometry (same formula, charge and spin) (kcal per mole): 86.36
E_HOMO (alpha / beta) (eV): -12.24 / -10.84
Net charge: +1

=====

Here is 2 unconnected molecules or ions with the total composition C10H13N2O2 in a non-equilibrium geometry from the OMol25 dataset. Energies are from ωB97M-V/def2-TZVPD.

```
27
Properties=species:S:1:pos:R:3:forces:R:3:mulliken_charge:R:1
C -3.797512 0.083180 1.140176 0.704 0.477 2.582 -0.54
C -2.529700 -0.587443 1.097844 -0.986 -1.253 2.503 -0.22
C -4.117021 0.254478 -0.182500 -2.798 0.898 -0.540 -0.05
C -2.288646 -0.863841 -0.214679 -0.164 0.645 -2.841 0.71
C 0.978914 2.173023 -0.970542 2.040 1.560 -1.284 0.33
C 2.076072 1.697251 -0.091932 0.304 -1.750 0.206 -0.50
C 1.718910 0.142075 0.052366 4.209 0.665 0.646 0.89
C 1.989403 -0.324599 1.551465 0.618 -0.581 -1.820 -1.48
C 2.631139 -0.754685 -0.897736 0.726 -0.178 0.500 -1.52
C -1.325752 -1.555459 -0.872903 0.270 -0.976 1.099 -0.47
N 0.028704 1.038043 -1.160782 -1.255 0.808 -0.246 -0.48
N 0.389365 0.042090 -0.554618 0.120 -0.273 0.062 0.39
O 0.996322 3.227854 -1.556614 -1.393 -1.772 0.591 -0.45
O -3.270373 -0.239366 -1.015452 1.265 -0.796 -0.025 -0.27
H -4.414109 0.471154 2.055901 1.462 -0.965 -2.062 0.33
H -1.879985 -1.123841 1.883615 -1.339 1.477 -0.993 0.39
H -5.059758 0.635767 -0.654651 1.130 -0.132 0.696 0.42
H 3.102843 1.895111 -0.514547 -1.265 -0.206 0.332 0.33
H 1.989374 2.219402 0.858245 0.109 -0.067 0.225 0.34
H 2.215240 -1.418748 1.626639 -0.876 0.759 -0.109 0.35
H 1.124863 -0.004953 2.094889 -0.118 0.039 1.060 0.42
H 2.966060 0.106356 1.893126 -1.180 0.193 -0.266 0.38
H 2.531760 -1.797393 -0.560745 -0.262 0.215 -0.320 0.37
H 3.780181 -0.617454 -0.907064 -2.007 0.525 0.322 0.33
H 2.250394 -0.666374 -1.911665 0.272 -0.082 -0.217 0.44
H -0.808112 -2.273233 -0.253522 0.515 0.182 -0.026 0.26
H -1.278566 -1.758392 -1.934324 -0.103 0.588 -0.077 0.30
```
Forces are in eV/Å.

Frontier orbital gap (eV): 7.095
Energy relative to the best compared isomer or geometry (same formula, charge and spin) (kcal per mole): 87.26
E_HOMO (eV): -12.79
Net charge: +1

=====

Here is 2 unconnected molecules or ions with the total composition C10H13N2O2S in a non-equilibrium geometry from the OMol25 dataset. Energies are from ωB97M-V/def2-TZVPD.

```
28
Properties=species:S:1:pos:R:3:forces:R:3:mulliken_charge:R:1
C -1.100990 -0.925853 -0.199230 0.137 0.150 0.027 -0.29
C -1.086264 1.486601 0.013002 0.292 -0.151 -0.078 -0.67
C -2.474151 -0.901868 -0.249878 -0.418 -0.010 -0.101 -0.97
C -2.453033 1.509399 -0.065914 -0.362 -0.107 -0.022 -0.65
C -0.353371 0.272228 -0.044607 -0.757 -0.605 0.197 1.84
C -3.153462 0.310035 -0.179467 1.358 -0.018 0.007 -0.12
C 2.031312 2.126190 -0.076706 -2.218 -3.903 0.412 -0.44
C 1.007762 0.284087 0.259030 2.461 5.199 -0.795 -0.33
C 1.886147 -1.703134 1.266579 0.001 -0.661 0.753 -0.82
C 2.090400 -1.443313 -1.175435 0.014 -0.269 -0.893 -0.78
N -4.599417 0.325683 -0.202753 -0.355 -0.103 0.072 1.02
N 2.006341 -0.750602 0.132249 0.068 -0.028 0.243 0.19
O -5.158161 -0.739730 -0.318758 -0.216 -0.327 -0.080 -0.59
O -5.138493 1.398871 -0.084955 -0.241 0.408 -0.010 -0.59
S 3.637709 2.110696 0.361606 0.592 -0.132 -0.078 -0.20
H -0.613737 -1.887842 -0.241354 0.024 -0.036 -0.010 0.19
H -0.547591 2.408937 0.129833 0.001 0.134 0.057 0.14
H -3.041888 -1.816363 -0.345903 -0.002 0.009 0.007 0.48
H -3.002765 2.437393 -0.018242 0.007 0.024 0.005 0.50
H 1.425475 3.009148 -0.032991 -0.252 0.120 0.029 0.38
H 0.988564 -2.310050 1.158877 0.074 0.140 -0.129 0.35
H 2.755845 -2.357790 1.294101 0.018 0.070 -0.131 0.42
H 1.820092 -1.148314 2.201919 0.038 0.078 -0.161 0.35
H 2.226951 -0.708475 -1.967485 -0.026 0.076 0.147 0.32
H 2.935728 -2.128844 -1.174841 0.016 0.038 0.155 0.41
H 1.178684 -2.001850 -1.371071 0.023 0.078 0.148 0.34
H 2.902478 -0.260078 0.261681 -0.206 -0.170 0.046 0.30
H 3.829838 3.404843 0.670701 -0.069 -0.005 0.181 0.21
```
Forces are in eV/Å.

Frontier orbital gap (alpha / beta) (eV): 6.324 / 7.561
Energy relative to the best compared isomer or geometry (same formula, charge and spin) (kcal per mole): 89.85
E_HOMO (alpha / beta) (eV): -11.63 / -11.91
Net charge: +1

=====

Here is a molecular structure, C10H13N4O4OsS2 in a non-equilibrium geometry from the OMol25 dataset. Energies are from ωB97M-V/def2-TZVPD.

```
34
Properties=species:S:1:pos:R:3:forces:R:3:lowdin_spin:R:1
Os -5.367440 -12.515959 0.403042 -1.843 3.838 -0.321 2.70
C -7.082665 -17.412060 3.539048 0.942 -0.061 1.250 0.00
C -5.723729 -16.776055 3.219648 0.531 -0.783 0.831 0.00
N -5.463307 -16.585356 1.826826 -0.271 2.760 -0.826 -0.01
C -5.258562 -15.385932 1.291787 0.174 0.409 -1.709 0.03
S -5.887844 -13.881457 2.048458 -0.381 -1.992 1.188 0.28
N -4.640248 -15.327767 0.084578 -1.191 -0.897 1.640 -0.03
N -4.546750 -14.083929 -0.383860 1.776 -0.536 -0.184 -0.03
C -3.822716 -13.902713 -1.483905 -0.588 -0.958 -0.271 0.18
C -3.493710 -15.067534 -2.371026 2.116 0.712 0.768 0.02
C -3.510746 -12.547646 -1.807047 -0.313 4.793 -0.368 0.00
C -2.743614 -12.051056 -2.918077 -0.974 -2.476 0.576 0.05
C -2.731947 -10.715558 -3.256897 -0.571 1.209 0.263 0.01
C -3.522743 -9.820211 -2.482377 2.001 -0.499 -2.052 0.06
C -4.292471 -10.245734 -1.440919 1.327 -0.887 1.533 0.03
N -4.164777 -11.540083 -0.985437 0.880 -0.640 -2.564 0.11
H -7.159320 -17.428281 4.684691 0.102 -0.633 -1.680 0.00
H -7.086321 -18.407870 3.033258 -0.592 0.696 0.787 0.00
H -7.901258 -16.752517 3.241962 0.107 -0.260 -0.407 0.00
H -4.822510 -17.351928 3.496202 -0.801 -0.293 0.737 0.00
H -5.593148 -15.833780 3.731369 -0.117 0.351 0.053 0.00
H -5.106393 -17.297041 1.246765 0.332 -1.269 -0.458 0.00
H -2.608635 -14.663978 -2.979110 -1.167 -1.483 0.675 0.00
H -4.330200 -15.285759 -3.025052 -0.189 -0.016 -0.133 0.01
H -3.283803 -15.968128 -1.706574 0.020 1.168 -1.195 0.00
H -2.275169 -12.829133 -3.546134 -0.070 0.807 0.312 0.00
H -2.174050 -10.318007 -4.147827 -0.500 -0.625 1.158 0.00
H -3.372767 -8.774773 -2.712995 -0.691 0.116 0.063 0.00
H -4.804670 -9.442509 -0.893907 -0.115 -1.145 0.245 0.00
O -8.795213 -11.249762 -0.490987 3.015 0.516 -0.591 0.03
S -7.386746 -10.987398 -0.800843 -3.102 0.737 1.052 0.02
O -7.042023 -9.774857 -1.505558 -0.124 -1.266 0.368 0.03
O -6.542142 -10.938517 0.619762 0.728 -0.687 0.151 0.33
O -6.660092 -12.227439 -1.282397 -0.452 -0.706 -0.892 0.19
```
Forces are in eV/Å.

2S+1: 5
Frontier orbital gap (alpha / beta) (eV): 6.859 / 5.971
E_HOMO (alpha / beta) (eV): -12.24 / -12.55
Net charge: +1